No. 1
DFT (ωB97M-V/def2-TZVPD) results for a 2-piece molecular cluster, C2O3S overall at a distorted geometry.

## Properties
DFT total energy	-19052.5246	eV
energy relative to the best compared isomer or geometry (same formula, charge and spin)	6.2	kcal/mol
Kohn-Sham gap	10.78	eV
HOMO	-10.444	eV
charge	0
SMILES	O=C=O.O=C=S

Cartesian coordinates (Å):
O  2.12306  0.47350  2.13602
C  1.10569  0.23766  1.66688
O  0.07153  -0.07657  1.27520
O  -0.71708  -1.14022  -2.47688
C  -1.04201  -0.25177  -1.82286
S  -1.54119  0.75740  -0.77835



No. 2
DFT (ωB97M-V/def2-TZVPD) results for a 2-piece molecular cluster, C2O3S overall at a distorted geometry.

## Properties
DFT total energy	-19052.4754	eV
energy relative to the best compared isomer or geometry (same formula, charge and spin)	7.3	kcal/mol
Kohn-Sham gap	10.77	eV
HOMO	-10.377	eV
charge	0
SMILES	O=C=O.O=C=S

Cartesian coordinates (Å):
O  -2.63200  0.45520  0.00013
C  -1.80413  -0.33349  0.00507
O  -0.96074  -1.10808  0.01490
O  1.93255  1.60519  -0.00164
C  1.81560  0.45442  -0.00908
S  1.64872  -1.07323  -0.00939



No. 3
DFT (ωB97M-V/def2-TZVPD) results for C2O4Tm as an isolated structure at a distorted geometry.

## Properties
DFT total energy	-39750.6193	eV
spin multiplicity	3
Kohn-Sham gap (alpha / beta)	7.05 / 4.32	eV
HOMO (alpha / beta)	-24.910 / -24.907	eV
charge	+3
<S²>	2.002

Cartesian coordinates (Å):
O  -2.10887  1.05218  1.19877
C  -2.30605  2.10697  1.57266
O  2.21667  -1.25520  -0.28385
O  0.22492  -0.54473  -1.20993
C  1.39097  -0.52177  -0.97818
O  2.30947  0.28083  -0.53694
Tm  -1.72710  -1.11829  0.23747



No. 4
DFT (ωB97M-V/def2-TZVPD) results for C30H16N3O3PtS8 as an isolated structure.

## Properties
DFT total energy	-131916.6627	eV
energy relative to the best compared isomer or geometry (same formula, charge and spin)	0.0	kcal/mol
Kohn-Sham gap	5.65	eV
HOMO	-4.616	eV
charge	-1

Cartesian coordinates (Å):
Pt  1.26888  -0.23294  -0.03964
S  -2.24280  -5.98167  -2.30967
C  -2.48475  -5.94586  -4.00081
C  -2.06513  -4.77039  -4.54164
C  -1.53594  -3.88098  -3.57174
C  -1.56511  -4.39768  -2.30710
C  -1.14375  -3.74367  -1.06531
C  -0.19130  -2.71038  -1.11994
N  0.18153  -2.02265  -0.06368
C  -0.39804  -2.29856  1.12947
C  -1.30184  -3.34709  1.29907
C  -1.87560  -3.56122  2.59810
C  -1.59664  -2.73863  3.62891
C  -0.73842  -1.60051  3.45274
C  -0.50507  -0.64667  4.44485
C  0.25776  0.47170  4.16915
C  0.77457  0.60334  2.87075
N  0.58916  -0.29789  1.92767
C  -0.14848  -1.39582  2.20198
C  0.51711  1.50646  5.17810
C  0.15100  1.50497  6.49685
C  0.56392  2.66932  7.19098
C  1.23904  3.53878  6.39097
S  1.37464  2.95182  4.79421
C  -1.67017  -4.07684  0.16474
H  -2.92603  -6.78728  -4.50914
H  -2.14169  -4.53456  -5.59300
H  -1.19772  -2.87974  -3.79655
H  0.26565  -2.43323  -2.06140
H  -2.56990  -4.38248  2.72218
H  -2.05744  -2.89140  4.59675
H  -0.95798  -0.78519  5.41849
H  1.34392  1.47787  2.58108
H  -0.39609  0.69855  6.96279
H  0.36563  2.85171  8.23699
H  1.65831  4.49470  6.65839
H  -2.41916  -4.85452  0.25553
S  4.02074  4.48299  -4.77127
C  3.41263  3.40217  -3.68561
S  2.94283  1.79177  -4.10162
C  2.45685  1.27714  -2.50859
C  2.57202  2.19028  -1.53072
S  2.19249  1.82963  0.12794
S  3.18837  3.75036  -2.00943
S  1.95141  -0.35799  -2.18434
O  -6.41757  -0.53621  -0.68060
S  -5.29440  -1.44052  -0.72102
O  -5.61332  -2.85055  -0.69162
N  -4.16821  -1.06658  0.36844
C  -3.02015  -0.69880  -0.20231
O  -1.94069  -0.48351  0.35968
C  -3.08504  -0.66703  -1.71534
C  -2.08619  -0.28190  -2.59330
C  -2.36184  -0.34893  -3.95439
C  -3.60027  -0.79925  -4.41068
C  -4.59926  -1.17941  -3.52015
C  -4.31097  -1.09536  -2.17197
H  -1.13336  0.07184  -2.21368
H  -1.61155  -0.04170  -4.67353
H  -3.78763  -0.84333  -5.47685
H  -5.56474  -1.52084  -3.87004



No. 5
DFT (ωB97M-V/def2-TZVPD) results for C30H18Cl5N2O4SY as an isolated structure at a distorted geometry.

## Properties
DFT total energy	-117065.5070	eV
energy relative to the best compared isomer or geometry (same formula, charge and spin)	5.6	kcal/mol
Kohn-Sham gap	6.61	eV
HOMO	-8.055	eV
charge	0

Cartesian coordinates (Å):
Y  -0.29185  -0.13637  -0.83274
C  -1.50385  -3.32520  -1.88301
O  -1.38149  -2.35183  -0.83780
C  -1.75546  -2.72076  0.44171
C  -1.95953  -4.03526  0.82072
C  -2.30510  -4.34722  2.12682
C  -2.44293  -3.34016  3.06612
C  -2.22446  -2.02621  2.68976
C  -1.88040  -1.70329  1.39103
N  -1.59411  -0.34458  0.98009
N  -1.71614  0.51006  1.88157
C  -1.44838  1.85284  1.73265
C  -0.96351  2.50834  0.58528
O  -0.61828  1.86750  -0.49806
C  -0.85782  3.92548  0.58813
C  -1.14368  4.64165  1.69689
C  -1.56653  4.02286  2.91923
C  -1.81038  4.79029  4.07874
C  -2.20261  4.18967  5.24283
C  -2.37044  2.79213  5.26822
C  -2.14463  2.03207  4.15073
C  -1.72599  2.63125  2.94300
H  -2.52580  -3.69606  -1.92029
H  -0.80204  -4.13868  -1.71671
H  -1.25731  -2.80901  -2.80170
H  -1.84950  -4.83200  0.09762
H  -2.46045  -5.38463  2.40135
H  -2.70710  -3.57261  4.09106
H  -2.30497  -1.22359  3.40948
H  -0.52890  4.39258  -0.33101
H  -1.05186  5.72409  1.67493
H  -1.67850  5.86672  4.02990
H  -2.38139  4.77885  6.13361
H  -2.68193  2.30543  6.18500
H  -2.28035  0.96151  4.18864
Cl  -3.17731  0.03615  -2.15330
C  -2.00009  -0.13797  -3.47135
C  -0.69566  -0.25941  -3.08642
C  0.23550  -0.38700  -4.08222
Cl  1.91554  -0.53615  -3.55756
C  -0.09213  -0.40372  -5.43131
Cl  1.12718  -0.57069  -6.63690
C  -1.44160  -0.28106  -5.78333
Cl  -1.90155  -0.29754  -7.44148
C  -2.41699  -0.14385  -4.79230
Cl  -4.08473  0.01305  -5.18977
O  7.23150  0.86847  -2.31562
C  6.88878  -0.35328  -1.82843
O  7.65173  -1.26374  -1.95831
C  5.56017  -0.46257  -1.13432
C  5.34254  -1.54442  -0.28927
C  4.11682  -1.72453  0.33508
C  3.05183  -0.83415  0.12911
S  1.45255  -1.15567  0.85555
C  3.29502  0.25444  -0.71422
C  4.52516  0.43346  -1.33687
H  6.56909  1.51643  -2.04648
H  6.15172  -2.25047  -0.14140
H  3.95973  -2.57951  0.98401
H  2.51725  0.98084  -0.89514
H  4.63564  1.27697  -2.01156



No. 6
DFT (ωB97M-V/def2-TZVPD) results for C30H19Cl5NO2PPd as an isolated structure.

## Properties
DFT total energy	-112363.8326	eV
spin multiplicity	5
energy relative to the best compared isomer or geometry (same formula, charge and spin)	49.1	kcal/mol
Kohn-Sham gap (alpha / beta)	5.67 / 4.56	eV
HOMO (alpha / beta)	-12.785 / -14.419	eV
charge	+2
<S²>	6.099

Cartesian coordinates (Å):
Pd  0.54248  -0.88557  -0.94766
Cl  -0.10094  -3.08205  -0.01199
C  1.23648  -3.55531  -1.03070
C  1.73474  -2.45290  -1.72718
C  2.75870  -2.71956  -2.59109
Cl  3.48305  -1.49759  -3.52005
C  3.24808  -4.07615  -2.73853
Cl  4.48043  -4.41061  -3.78495
C  2.67553  -5.16861  -1.96419
Cl  3.27329  -6.72918  -2.15899
C  1.65086  -4.89881  -1.08679
Cl  0.90216  -6.08565  -0.13531
O  0.30469  1.20699  -4.02963
C  0.33393  1.31272  -2.83529
O  1.19357  0.56638  -2.09975
C  -0.43836  2.35808  -2.09230
C  -0.60985  3.58588  -2.72259
C  -1.24670  4.62963  -2.07146
C  -1.74599  4.45740  -0.78672
C  -1.61657  3.22886  -0.16011
C  -0.96277  2.18085  -0.80746
P  -1.01476  0.56984  -0.03706
C  -2.61507  -0.17544  -0.34309
C  -3.47235  0.38703  -1.28922
C  -4.67068  -0.24315  -1.59215
C  -5.01004  -1.43267  -0.96655
C  -4.15280  -2.00683  -0.03297
C  -2.95621  -1.38562  0.27411
C  -0.71770  0.75325  1.70293
C  -1.73139  0.69728  2.62306
C  -1.52293  1.03580  3.97000
C  -0.26532  1.53687  4.38350
C  0.77499  1.60314  3.52353
C  0.70110  1.08496  2.11772
H  -0.22249  3.70907  -3.72493
H  -1.35534  5.58498  -2.56685
H  -2.24810  5.27134  -0.28227
H  -2.03848  3.08552  0.82761
H  -3.21437  1.31633  -1.78126
H  -5.33974  0.20054  -2.31645
H  -5.94828  -1.91635  -1.20279
H  -4.42435  -2.93207  0.45667
H  -2.30583  -1.82647  1.02209
H  -2.73370  0.43857  2.30739
H  -2.34765  0.98869  4.66622
H  -0.15263  1.90942  5.39300
H  1.71248  2.04274  3.83788
H  1.11893  1.84887  1.44552
C  4.07886  0.22380  2.28429
C  2.86089  -0.08806  2.79223
C  1.64662  -0.17621  1.92544
N  1.97199  -0.29931  0.50689
C  3.14082  0.05564  0.05308
C  4.22437  0.38355  0.89524
H  4.93540  0.33391  2.93555
H  2.71857  -0.23280  3.85458
H  1.05436  -1.05223  2.21461
H  3.26009  0.06693  -1.02424
H  5.16388  0.67433  0.44939



No. 7
DFT (ωB97M-V/def2-TZVPD) results for C30H20Cl3CoIN2O4PS as an isolated structure.

## Properties
DFT total energy	-146023.6691	eV
energy relative to the best compared isomer or geometry (same formula, charge and spin)	1.5	kcal/mol
Kohn-Sham gap	7.65	eV
HOMO	-8.351	eV
charge	0

Cartesian coordinates (Å):
Co  -0.05759  -0.04183  -0.20538
O  -1.72924  -0.76580  -0.66543
N  -2.59726  0.04983  -1.28716
C  -3.85078  -0.42102  -1.42142
C  -4.80442  0.31473  -2.06604
C  -4.45097  1.56556  -2.57856
C  -3.17103  2.03254  -2.41289
C  -2.21322  1.26932  -1.73212
S  -0.61247  1.79704  -1.40291
H  -4.00966  -1.38985  -0.97270
H  -5.80612  -0.07631  -2.15779
H  -5.18374  2.16900  -3.09691
H  -2.86688  3.00084  -2.78330
I  2.27377  0.98066  0.45341
C  3.78106  0.52695  -0.94574
C  4.98402  1.03147  -0.53787
C  6.14448  0.91552  -1.31765
C  6.05990  0.29468  -2.52135
C  4.83325  -0.24930  -2.97595
C  4.84288  -0.88592  -4.23676
C  3.71715  -1.45402  -4.74261
C  2.54360  -1.40549  -3.98067
C  2.46151  -0.79554  -2.74621
P  0.78590  -1.10061  -2.02374
C  -0.26459  -0.77348  -3.49165
C  -1.33882  -1.58461  -3.83585
C  -2.16429  -1.24707  -4.90244
C  -1.91886  -0.09919  -5.63729
C  -0.83491  0.70824  -5.31198
C  -0.01542  0.37504  -4.24797
C  0.77654  -2.90486  -1.77630
C  -0.39987  -3.54734  -1.38157
C  -0.40303  -4.90626  -1.12192
C  0.76947  -5.64247  -1.22551
C  1.94694  -5.00613  -1.57758
C  1.95404  -3.64457  -1.85038
C  3.63439  -0.16844  -2.19193
H  5.04688  1.54617  0.41250
H  7.07765  1.32694  -0.95865
H  6.92846  0.19561  -3.15986
H  5.77605  -0.91288  -4.78572
H  3.71645  -1.94827  -5.70425
H  1.66811  -1.89467  -4.38525
H  -1.53808  -2.49141  -3.28157
H  -2.99550  -1.89164  -5.15779
H  -2.56145  0.16249  -6.46812
H  -0.62890  1.60153  -5.88737
H  0.82435  1.01123  -4.00418
H  -1.29983  -2.97227  -1.21307
H  -1.31942  -5.38379  -0.80220
H  0.76800  -6.70099  -1.00232
H  2.87286  -5.56379  -1.63123
H  2.88982  -3.16906  -2.10743
Cl  -2.55269  -1.00888  2.32254
C  -2.55790  0.74272  2.55164
Cl  -3.51491  1.51159  1.24263
Cl  -3.30867  1.11828  4.09776
C  -1.08945  1.32620  2.45743
O  -0.70031  2.00126  3.38004
O  -0.44956  1.00946  1.40882
O  0.26065  -3.61785  2.01569
C  0.30307  -2.59145  1.41984
N  0.38813  -1.58270  0.80964



No. 8
DFT (ωB97M-V/def2-TZVPD) results for C30H20ClN2O6PSr as an isolated structure.

## Properties
DFT total energy	-69352.0873	eV
energy relative to the best compared isomer or geometry (same formula, charge and spin)	0.0	kcal/mol
Kohn-Sham gap	8.46	eV
HOMO	-8.854	eV
charge	0

Cartesian coordinates (Å):
Sr  0.36645  0.42661  -0.36936
O  2.79666  0.06662  0.15564
C  2.38078  -0.75746  1.01126
O  1.42264  -1.55182  0.79827
C  2.89400  -0.64538  2.42106
C  4.16530  -1.06476  2.78219
C  4.59369  -0.91414  4.09205
C  3.76240  -0.32289  5.03326
C  2.49623  0.10997  4.66902
C  2.04258  -0.05753  3.36442
P  0.39378  0.49099  2.78010
C  -0.72088  -0.85328  3.31307
C  -2.09431  -0.60295  3.32956
C  -2.99246  -1.61849  3.61623
C  -2.52730  -2.90068  3.88202
C  -1.16412  -3.15583  3.87032
C  -0.26175  -2.13839  3.58646
C  -0.10884  1.86911  3.85143
C  -0.14749  3.14262  3.29095
C  -0.55721  4.23075  4.05064
C  -0.93761  4.04911  5.36983
C  -0.92080  2.77707  5.93250
C  -0.51558  1.69150  5.17582
H  4.81782  -1.50116  2.03685
H  5.58355  -1.24684  4.37633
H  4.10250  -0.19090  6.05204
H  1.86417  0.59116  5.40377
H  -2.46482  0.39735  3.12929
H  -4.05427  -1.40759  3.63404
H  -3.22780  -3.69613  4.10123
H  -0.79739  -4.15235  4.08151
H  0.79946  -2.34928  3.56280
H  0.11496  3.28558  2.24846
H  -0.59795  5.21283  3.59893
H  -1.26725  4.89454  5.95968
H  -1.23794  2.63286  6.95719
H  -0.53677  0.69678  5.60576
O  -4.89436  3.16642  1.59925
C  -5.18225  1.89345  1.43053
O  -6.23967  1.41548  1.76133
C  -4.12871  1.02845  0.80917
C  -4.27304  -0.33629  0.61128
Cl  -5.55555  -1.38778  0.95914
N  -3.13349  -0.80536  0.06226
N  -2.24378  0.18607  -0.10939
C  -2.82684  1.29836  0.32650
C  -2.02355  2.58326  0.26196
O  -2.53816  3.61226  0.71063
O  -0.86960  2.47122  -0.24374
C  -2.76492  -2.14246  -0.28583
C  -1.61893  -2.67449  0.28184
C  -1.21170  -3.94716  -0.08993
C  -1.96240  -4.67855  -0.99874
C  -3.11619  -4.13496  -1.54946
C  -3.52020  -2.85516  -1.20344
H  -3.97184  3.39742  1.26052
H  -1.05587  -2.11635  1.01925
H  -0.31030  -4.35843  0.34430
H  -1.64895  -5.67494  -1.28094
H  -3.70023  -4.70320  -2.26095
H  -4.40652  -2.41430  -1.63907